Entry 1:
# C11H24N5S4

An isolated ion of composition C11H24N5S4 and charge +1 (the ωB97M-V functional and the def2-TZVPD basis, OMol25).

Atoms and positions in Å:
S1 2.614 0.746 2.634
C1 3.604 0.301 -1.038
H1 -2.561 -0.182 -2.244
N1 -2.303 0.251 -1.362
H2 1.371 -1.858 2.137
C2 0.357 2.523 -0.022
H3 -1.879 2.006 2.465
H4 3.522 -1.378 1.315
H5 -0.237 2.626 0.888
H6 2.867 0.570 -3.073
H7 3.912 -0.838 -2.880
S2 2.106 2.662 0.434
H8 -4.857 -2.120 -2.115
H9 -0.746 -0.364 3.659
H10 2.263 -0.879 -2.267
H11 3.762 1.373 -1.088
C3 2.506 1.006 1.036
N2 2.629 0.042 0.051
H12 0.635 1.012 -1.536
H13 3.124 -1.931 -0.308
N3 -1.280 1.513 3.128
C4 -0.097 1.278 -0.772
H14 0.600 -1.402 0.602
N4 -2.663 0.364 0.913
C5 -2.227 -0.509 2.031
H15 -2.044 2.301 -0.990
C6 -1.475 1.479 -1.426
C7 -1.348 0.263 2.997
H16 -1.680 -1.364 1.632
C8 3.143 -0.239 -2.393
N5 -3.469 -1.530 -0.365
H17 0.195 3.424 -0.622
H18 4.553 -0.155 -0.736
H19 -0.149 0.443 -0.073
H20 -1.365 1.684 -2.491
H21 -3.084 -0.918 2.577
C9 -2.790 -0.293 -0.298
S3 -5.082 -1.289 -1.089
H22 -3.534 0.843 1.134
C10 2.757 -1.341 0.533
H23 1.362 -2.981 0.780
C11 1.448 -1.926 1.051
H24 -1.893 -2.310 -1.905
S4 -2.568 -2.905 -0.907

Values from the calculation:
- structure (SMILES) = [H]/N=C\CNC(NCCCSC(=S)N(CC)CC)=[N+](S)S
- frontier orbital gap (eV) = 5.8
- LUMO energy (eV) = -4.69
- charge = +1
- largest force on an atom (eV/Å) = 0.8
- energy (Eh) = -2299.71630
- HOMO (eV) = -10.53

Here are the Mulliken charges for atoms 1 to 4, given in e:
1. S -0.161
2. C -0.540
3. H 0.408
4. N 0.115


Entry 2:
# C4H5N3S

A single C4H5N3S molecule in a non-equilibrium geometry (the ωB97M-V functional and the def2-TZVPD basis, OMol25).

Atoms and positions in Å:
S1 -1.307 -1.843 -0.268
H1 1.446 0.947 -1.039
N1 0.568 0.604 -0.438
H2 -0.761 0.540 1.336
H3 -2.415 1.672 0.901
C1 -0.720 1.486 -0.422
C2 0.821 -0.648 0.291
H4 -1.172 2.047 -1.309
C3 -1.261 1.351 0.725
N2 0.333 -1.796 0.512
C4 2.277 -0.599 0.316
N3 3.466 -0.532 -0.187
H5 -1.276 -3.231 -0.416

Values from the calculation:
- structure (SMILES) = C=CN/C(C#N)=N\S
- frontier orbital gap (eV) = 9.1
- LUMO energy (eV) = -0.23
- largest force on an atom (eV/Å) = 11.8
- energy (Eh) = -717.68066
- HOMO (eV) = -9.30

Here are the Mulliken charges for atoms 1 to 4, given in e:
1. S -0.114
2. H 0.283
3. N -0.289
4. H 0.313


Entry 3:
# C7H6F6N2

A single C7H6F6N2 molecule in a non-equilibrium geometry (the ωB97M-V functional and the def2-TZVPD basis, OMol25).

Atoms and positions in Å:
C1 0.983 -0.160 -0.279
H1 2.326 -0.009 2.641
H2 1.273 -1.620 -1.751
H3 2.829 1.294 1.777
C2 -1.833 1.320 -0.523
H4 2.414 -0.275 -1.785
H5 0.563 -0.041 -2.360
C3 1.318 -0.509 -1.677
F1 -1.193 -2.217 -0.238
F2 -3.094 1.593 -0.113
N1 -1.002 0.271 1.463
H6 3.266 -0.295 1.340
F3 -3.067 -1.514 0.652
F4 -2.660 -1.116 -1.421
C4 -2.054 -1.153 -0.210
N2 0.153 0.320 1.845
C5 1.237 0.143 0.947
C6 2.560 0.294 1.672
F5 -1.045 2.391 -0.247
C7 -1.233 0.080 0.107
F6 -1.740 1.204 -1.839

Values from the calculation:
- frontier orbital gap (eV) = 9.2
- LUMO energy (eV) = -0.42
- largest force on an atom (eV/Å) = 5.1
- energy (Eh) = -978.90710
- HOMO (eV) = -9.64

Here are the Mulliken charges for atoms 1 to 4, given in e:
1. C 0.556
2. H 0.466
3. H 0.262
4. H 0.323


Entry 4:
# C7H15N2O

A 2-piece molecular cluster, C7H15N2O overall in a non-equilibrium geometry (the ωB97M-V functional and the def2-TZVPD basis, OMol25).

Atoms and positions in Å:
C1 -1.101 -0.356 -0.440
H1 2.430 2.516 -0.546
H2 -3.004 0.392 -0.154
C2 2.222 -1.398 0.894
N1 0.045 -1.591 1.345
C3 1.339 2.531 -0.548
C4 -2.242 -0.212 0.457
H3 2.082 -0.361 -0.968
C5 -1.581 -1.426 -1.511
H4 1.204 3.979 0.738
H5 -0.177 3.713 -0.136
H6 2.765 -2.411 0.706
C6 1.420 -0.771 -0.185
C7 0.129 -0.789 0.229
H7 -2.651 -1.177 0.814
H8 0.786 1.923 -1.258
H9 3.046 -0.766 1.307
H10 -1.666 -2.422 -1.024
N2 0.676 3.297 0.261
H11 -0.618 -1.465 2.047
O1 1.298 -1.767 1.881
H12 -0.750 -1.550 -2.291
H13 -0.834 0.618 -0.875
H14 -2.553 -1.053 -1.917
H15 -2.267 0.547 1.174

Values from the calculation:
- frontier orbital gap (alpha / beta) (eV) = 4.7 / 4.7
- LUMO energy (alpha / beta) (eV) = -5.88 / -5.87
- charge = +1
- largest force on an atom (eV/Å) = 3.8
- energy (Eh) = -460.03788
- HOMO (alpha / beta) (eV) = -10.56 / -10.56

Here are the Mulliken charges for atoms 1 to 4, given in e:
1. C 0.837
2. H 0.294
3. H 0.420
4. C -0.480


Entry 5:
# C53H68N6O2P2RuS

C53H68N6O2P2RuS as an isolated structure in a non-equilibrium geometry (the ωB97M-V functional and the def2-TZVPD basis, OMol25).

Atoms and positions in Å:
C1 1.315 -2.088 -4.960
C2 -3.082 0.595 -0.732
C3 2.088 1.074 -3.319
H1 -0.214 1.369 -4.427
C4 3.604 -4.308 1.799
H2 -3.433 3.100 -1.422
H3 3.091 -1.476 5.778
H4 0.684 2.764 2.897
H5 -4.129 -2.432 -3.355
C5 1.041 1.883 -1.210
H6 4.456 -0.497 -3.788
P1 0.270 -2.534 -1.049
H7 1.767 -4.782 -2.243
H8 -1.673 -0.960 5.368
C6 -1.518 -0.888 1.991
H9 -1.405 6.525 -0.237
H10 1.712 1.322 1.531
C7 -1.537 -2.761 -1.198
H11 -4.180 -3.605 0.756
C8 0.948 -2.840 -2.698
C9 -2.332 6.269 -2.153
H12 -1.692 -2.214 -3.272
H13 -3.216 2.568 2.013
H14 -4.692 1.629 -1.737
C10 -1.120 6.204 -1.241
H15 -5.110 2.886 0.456
H16 -5.390 -3.117 -1.343
Ru1 0.826 -0.608 -0.030
C11 -3.346 5.230 -1.711
H17 -2.865 3.743 3.938
H18 -0.656 5.229 1.337
H19 -5.625 1.991 1.883
H20 -1.517 5.807 3.592
H21 -3.673 5.446 -0.689
C12 -4.316 -3.012 -1.299
C13 -5.007 1.933 0.984
S1 3.599 -1.837 0.554
H22 -1.764 3.991 5.272
H23 -4.231 5.240 -2.350
C14 0.805 -1.877 -3.690
H24 4.656 1.137 -4.405
H25 -1.741 -3.386 0.851
H26 -2.415 3.618 -2.764
H27 1.195 -1.332 -5.722
N1 -0.230 -1.014 1.772
H28 -3.480 0.829 2.002
C15 -0.349 1.481 -3.352
H29 0.306 -0.950 -3.464
C16 0.740 -3.987 -0.067
H30 1.805 -4.173 -0.194
C17 1.986 -3.266 -5.247
N2 -2.670 1.620 0.236
H31 0.271 4.748 -0.459
C18 -2.257 -3.157 -0.071
H32 -2.933 -0.405 -0.307
C19 5.000 -4.046 -0.146
H33 2.484 2.831 1.099
C20 2.848 -1.497 3.643
C21 2.144 -4.228 -4.264
H34 2.901 -3.906 2.508
H35 3.458 1.348 1.275
C22 -1.806 3.751 4.209
C23 1.629 -4.019 -2.994
H36 -2.022 6.053 -3.181
C24 3.432 1.151 -1.318
H37 -0.848 2.431 -3.171
H38 -4.803 -0.118 -1.774
C25 -1.271 -0.986 4.365
C26 -3.609 -2.623 -2.427
C27 0.595 -1.163 2.860
H39 2.011 0.828 -4.371
H40 2.669 -5.146 -4.482
H41 0.170 -4.867 -0.368
C28 1.963 -1.405 2.594
H42 -0.539 2.082 4.773
C29 -2.087 -0.895 3.278
H43 -0.174 1.343 2.331
N3 -0.904 3.138 1.574
C30 -3.554 1.743 1.395
H44 2.388 -3.433 -6.236
N4 -1.554 3.781 -0.839
H45 -2.310 4.716 1.621
H46 3.899 -1.648 3.450
C31 2.337 1.464 -0.546
C32 4.893 -6.183 0.985
C33 -3.636 -3.282 -0.121
C34 -1.105 4.818 3.389
O1 4.668 -0.992 1.027
H47 -0.337 6.881 -1.589
N5 -0.112 1.397 -0.397
N6 2.186 -1.578 1.249
H48 6.180 -7.696 1.791
H49 -5.399 -0.150 0.632
H50 -2.434 0.657 -1.604
H51 4.379 0.985 -0.817
C35 4.001 -5.633 1.896
C36 5.334 -7.612 1.108
C37 -2.715 3.846 -1.734
H52 3.606 -6.249 2.691
H53 -0.108 4.559 -2.170
C38 -1.177 2.380 3.937
C39 0.124 -1.117 4.181
O2 3.245 -1.755 -0.854
C40 -4.547 0.729 -1.137
H54 -2.762 7.270 -2.155
H55 6.078 -5.783 -0.751
C41 -5.455 0.795 0.080
P2 -1.233 2.431 0.110
H56 0.571 -3.769 0.988
C42 0.965 1.414 -2.645
H57 5.378 -3.432 -0.948
H58 -1.031 0.694 -3.010
C43 -0.312 2.370 2.674
H59 -1.956 1.621 3.856
H60 1.080 2.978 -1.277
C44 -1.269 4.533 1.904
H61 -6.494 0.925 -0.223
C45 5.383 -5.370 -0.033
H62 -3.158 -0.803 3.383
C46 2.509 1.750 0.914
C47 1.048 -1.226 5.250
C48 -0.540 4.792 -1.188
H63 5.649 -8.012 0.146
C49 4.107 -3.517 0.776
H64 -0.045 4.862 3.651
H65 0.689 -1.179 6.267
C50 3.367 0.972 -2.698
H66 4.535 -8.240 1.497
H67 5.473 0.646 -2.918
C51 -2.228 -2.494 -2.377
C52 4.557 0.550 -3.491
C53 2.377 -1.396 4.970
H68 -2.143 -0.794 1.119

Values from the calculation:
- frontier orbital gap (alpha / beta) (eV) = 6.1 / 6.9
- LUMO energy (alpha / beta) (eV) = -2.58 / -2.76
- charge = +1
- <S²> = 0.80
- largest force on an atom (eV/Å) = 2.2
- 2S+1 = 2
- energy (Eh) = -3715.07395
- HOMO (alpha / beta) (eV) = -8.69 / -9.68

Here are the Mulliken charges for atoms 1 to 4, given in e:
1. C -1.138
2. C 1.189
3. C -0.709
4. H 0.585


| no. | molar mass (g mol⁻¹) |
| --- | --- |
| 1 | 354.616 |
| 2 | 127.172 |
| 3 | 232.127 |
| 4 | 143.210 |
| 5 | 1016.252 |